(1)
The following is a DFT calculation (the ωB97M-V functional and the def2-TZVPD basis) of C10H16N2O4S3 in the gas phase.

Properties
HOMO energy = -8.78 eV
SMILES string = CCN[C@@H]1C[C@H](C)S(=O)(=O)c2sc(S(N)(=O)=O)cc21
Max |F| = 0.77 eV/Å
Total charge = 0

Positions of all 35 atoms, in Å:
C 2.406 0.380 -3.140
C 0.893 0.597 -3.025
N 0.256 0.013 -1.865
C 0.135 0.789 -0.658
C 1.422 1.021 0.191
C 1.989 -0.181 0.951
C 3.389 -0.583 0.528
S 0.987 -1.713 0.799
O 1.205 -2.507 1.972
O 1.217 -2.345 -0.473
C -0.663 -1.046 0.836
S -2.003 -1.636 1.734
C -2.927 -0.278 1.233
S -4.599 -0.102 1.783
N -4.352 0.260 3.401
O -5.162 1.047 1.143
O -5.254 -1.369 1.696
C -2.239 0.576 0.425
C -0.916 0.137 0.197
H 2.745 0.675 -4.130
H 2.960 0.962 -2.408
H 2.635 -0.674 -2.997
H 0.419 0.140 -3.901
H 0.664 1.667 -3.044
H 0.590 -0.928 -1.686
H -0.225 1.782 -0.959
H 1.185 1.810 0.909
H 2.188 1.412 -0.479
H 1.955 -0.010 2.027
H 3.388 -0.873 -0.520
H 4.094 0.234 0.675
H 3.713 -1.439 1.115
H -4.712 -0.457 4.009
H -4.707 1.170 3.643
H -2.677 1.469 0.019

***

(2)
The following is a DFT calculation (the ωB97M-V functional and the def2-TZVPD basis) of a molecular structure, C6H13FeMgO5.

Properties
HOMO energy (alpha / beta) = -20.07 / -22.43 eV
Spin multiplicity = 7
Max |F| = 2.88 eV/Å
Total charge = +3

Positions of all 26 atoms, in Å:
O 0.778 0.072 -0.568
C 1.633 -0.958 -1.011
C 0.922 -2.302 -0.978
O -0.374 -2.136 -1.573
C -1.115 -3.348 -1.690
Fe -1.056 -0.305 -1.184
H 2.533 -1.026 -0.380
H 1.966 -0.743 -2.039
H 0.778 -2.655 0.056
H 1.483 -3.061 -1.541
H -2.122 -3.089 -2.033
H -0.631 -4.004 -2.425
H -1.167 -3.851 -0.714
O -1.230 0.128 0.866
C 0.009 0.093 1.228
O 0.580 1.132 1.832
C -0.202 2.218 2.292
O -0.865 2.867 1.237
C -0.021 3.674 0.387
Mg -2.392 1.770 0.387
H 0.429 -0.870 1.542
H 0.503 2.910 2.763
H -0.937 1.857 3.020
H -0.681 4.154 -0.344
H 0.468 4.440 0.999
H 0.709 3.033 -0.125

***

(3)
The following is a DFT calculation (the ωB97M-V functional and the def2-TZVPD basis) of a molecular structure, C27H27Cl2N2OTc.

Properties
HOMO energy (alpha / beta) = -9.45 / -10.49 eV
Spin multiplicity = 2
Max |F| = 3.97 eV/Å
Total charge = +1

Positions of all 60 atoms, in Å:
Tc 0.382 -0.409 -0.721
Cl -6.484 1.831 -2.117
C -4.808 1.375 -2.091
C -4.020 1.559 -3.249
C -2.698 1.225 -3.258
C -2.064 0.677 -2.115
O -0.805 0.388 -2.202
C -2.866 0.476 -0.958
C -2.404 -0.068 0.260
N -1.218 -0.526 0.539
C -0.905 -0.917 1.883
C -1.808 -1.166 2.877
C -1.370 -1.487 4.183
C -0.042 -1.545 4.484
C 0.917 -1.303 3.471
C 2.314 -1.321 3.703
C 3.173 -1.053 2.684
C 2.649 -0.792 1.401
N 1.364 -0.790 1.143
C 0.479 -1.012 2.173
C -4.244 0.853 -0.977
H -4.482 1.976 -4.135
H -2.091 1.378 -4.141
H -3.135 -0.071 1.065
H -2.872 -1.135 2.689
H -2.110 -1.677 4.948
H 0.293 -1.772 5.487
H 2.683 -1.544 4.697
H 4.244 -1.049 2.827
H 3.304 -0.590 0.563
H -4.843 0.715 -0.085
C 2.136 -2.359 -1.633
C 1.002 -1.892 -2.480
C -0.201 -2.384 -1.911
C 0.131 -2.993 -0.715
C 1.614 -3.007 -0.581
C 2.336 -3.707 0.523
C -0.819 -3.712 0.184
C -1.548 -2.433 -2.567
C 1.162 -1.296 -3.834
C 3.581 -2.179 -1.987
H 1.790 -3.650 1.468
H 3.331 -3.297 0.682
H 2.457 -4.768 0.288
H -1.409 -3.018 0.786
H -0.302 -4.382 0.870
H -1.527 -4.302 -0.400
H -2.353 -2.192 -1.872
H -1.738 -3.438 -2.951
H -1.614 -1.743 -3.403
H 0.271 -0.751 -4.133
H 1.339 -2.095 -4.562
H 2.013 -0.618 -3.884
H 4.010 -1.259 -1.582
H 3.717 -2.133 -3.067
H 4.177 -3.012 -1.617
Cl 2.241 0.977 -1.647
C 1.064 1.505 -0.381
H 0.484 2.340 -0.762
H 1.606 1.747 0.528

***

(4)
The following is a DFT calculation (the ωB97M-V functional and the def2-TZVPD basis) of C4H5BrSi in the gas phase.

Properties
HOMO energy (alpha / beta) = -8.95 / -7.74 eV
Max |F| = 3.62 eV/Å
Total charge = 0

Positions of all 11 atoms, in Å:
C 1.198 0.574 0.603
C 0.188 -0.143 1.257
C 1.593 0.443 -0.667
C -0.692 -0.922 0.613
Si -1.026 -0.761 -1.253
Br -1.713 1.377 -1.830
H 1.675 1.447 1.103
H 0.004 -0.131 2.381
H 2.251 1.106 -1.191
H -1.422 -1.513 1.157
H -2.057 -1.478 -2.173

***

The lowest max |F| belongs to which entry?
C10H16N2O4S3